No. 1
The following is a quantum chemistry calculation of a molecular structure, C32H35IrN8O3P, from the OMol25 dataset.

## Properties
expectation value of S² = 0.79
net charge = +2
2S+1 = 2
gap between HOMO and LUMO (alpha / beta) = 6.550 / 5.906 eV
energy relative to the best compared isomer or geometry (same formula, charge and spin) = 117.2 kcal per mole

Element x y z (Å)
Ir (0.432079, -0.799942, 0.444334)
O (4.453203, -1.758502, 0.349388)
C (3.536504, -1.108672, 0.770737)
N (2.395684, -0.873286, -0.078112)
C (2.587356, -1.067795, -1.408572)
C (3.765404, -0.740113, -2.127860)
C (3.831122, -1.016853, -3.455115)
C (2.736319, -1.647175, -4.127232)
C (1.598930, -1.976667, -3.458535)
C (1.503422, -1.685770, -2.077287)
N (0.437742, -1.932472, -1.284866)
C (-0.423299, -3.015574, -1.551796)
O (-0.112123, -3.948006, -2.240515)
C (-1.793934, -2.929539, -0.950179)
C (-2.730194, -3.868989, -1.354402)
C (-4.039082, -3.728928, -0.928934)
C (-4.357154, -2.655727, -0.109032)
C (-3.344590, -1.802676, 0.289065)
N (-2.077262, -1.926575, -0.118002)
C (3.601522, -0.523255, 2.149739)
C (4.844328, -0.528583, 2.770811)
C (4.969749, 0.094342, 4.000205)
C (3.851120, 0.696302, 4.553911)
C (2.649567, 0.624323, 3.866936)
N (2.514219, 0.021623, 2.685162)
H (4.596513, -0.282856, -1.613847)
H (4.721724, -0.755215, -4.011104)
H (2.815983, -1.862594, -5.184821)
H (0.784438, -2.476262, -3.961659)
H (-2.411472, -4.678694, -1.995357)
H (-4.800818, -4.435474, -1.232824)
H (-5.372155, -2.481720, 0.222367)
H (-3.568246, -0.986061, 0.967272)
H (5.676487, -1.011131, 2.280127)
H (5.923084, 0.122594, 4.511484)
H (3.902634, 1.211098, 5.504725)
H (1.762922, 1.087850, 4.288165)
O (-0.226536, -1.831634, 2.577196)
C (-1.610293, -1.460663, 2.639799)
C (-1.920380, -0.508289, 3.758130)
C (-0.798754, 0.504903, 3.935811)
C (-0.423318, 1.470364, 2.833598)
C (-0.556050, 2.829387, 3.111182)
C (0.058964, 3.781874, 2.326864)
C (0.840491, 3.355350, 1.265201)
C (0.868203, 2.011249, 0.981427)
N (0.210799, 1.068264, 1.701581)
H (0.044030, -2.370584, 3.330144)
H (-2.239895, -2.348428, 2.667450)
H (-1.776658, -0.930170, 1.706984)
H (-2.044178, -1.032323, 4.707213)
H (-2.871269, -0.015803, 3.536193)
H (0.105900, -0.065031, 4.152538)
H (-1.027944, 1.099912, 4.817524)
H (-1.113229, 3.132798, 3.987619)
H (-0.032697, 4.834910, 2.563056)
H (1.425102, 4.046091, 0.671551)
H (1.461021, 1.643462, 0.159862)
C (-3.153248, 1.841856, -2.618731)
N (-2.319122, 2.591393, -1.677991)
C (-1.236812, 3.261404, -2.407614)
N (-0.442176, 2.315152, -3.187970)
C (-1.304959, 1.576670, -4.106546)
N (-2.359536, 0.871123, -3.370579)
C (-1.882962, -0.225648, -2.572656)
P (-0.705989, 0.411625, -1.233735)
C (-1.837763, 1.766761, -0.591940)
C (0.369624, 1.442461, -2.370295)
H (-3.601479, 2.542926, -3.319876)
H (-3.946941, 1.327779, -2.075586)
H (-0.591127, 3.782231, -1.699661)
H (-1.676500, 3.989286, -3.086188)
H (-0.712283, 0.860352, -4.676009)
H (-1.771400, 2.280505, -4.792375)
H (-1.357881, -0.952865, -3.195703)
H (-2.724367, -0.724690, -2.098172)
H (-1.316424, 2.382647, 0.132977)
H (-2.682773, 1.294753, -0.083096)
H (0.946901, 0.765149, -3.004041)
H (1.072143, 2.030428, -1.779531)

Forces on the atoms, in the same order (eV/Å):
-1.87 0.51 -2.05
0.01 -0.05 -0.21
-0.14 0.15 0.20
-0.39 0.69 0.96
0.36 0.12 -0.30
-0.07 -0.06 0.31
-0.24 -0.15 -0.31
0.37 0.19 0.06
-0.19 -0.18 0.10
0.15 -0.14 -0.49
-0.32 -0.90 1.04
0.07 0.09 0.19
0.10 0.03 -0.21
0.04 -0.01 0.06
-0.01 -0.08 0.00
-0.05 0.00 0.01
-0.03 -0.03 -0.05
-0.02 0.08 -0.09
0.08 0.00 -0.17
-0.08 0.14 -0.02
0.04 -0.08 -0.04
-0.01 0.03 0.03
0.05 -0.01 0.05
0.02 -0.04 -0.10
0.17 -0.04 0.10
0.00 0.04 -0.01
-0.05 -0.02 -0.03
0.02 0.02 0.02
0.00 0.01 -0.01
-0.02 0.02 -0.02
0.04 0.02 -0.01
0.04 -0.02 0.03
-0.01 0.00 -0.06
0.04 0.03 0.02
-0.02 -0.02 -0.02
0.00 -0.02 -0.04
0.10 -0.02 -0.04
0.09 -0.35 0.06
0.25 0.11 0.28
0.01 0.17 0.15
-0.01 -0.09 0.00
0.10 -0.38 -0.25
-0.02 0.13 -0.03
-0.02 0.17 0.01
0.10 0.01 -0.03
-0.08 -0.03 0.51
0.44 0.02 -0.24
0.00 -0.07 -0.05
-0.04 -0.04 -0.13
0.06 -0.04 0.22
-0.02 -0.01 0.01
-0.02 -0.03 0.07
-0.02 0.09 0.07
0.07 0.06 0.01
0.02 -0.06 0.01
0.00 -0.04 0.01
-0.06 -0.02 -0.01
0.05 0.00 0.03
0.40 -0.11 0.18
-0.24 0.19 -0.07
-0.04 -0.45 0.11
0.18 0.31 -0.39
0.01 -0.14 0.53
-0.11 0.08 -0.38
0.18 -0.34 0.20
0.55 0.95 -0.01
0.03 -0.27 0.16
-0.01 -0.26 0.25
-0.02 0.00 -0.04
-0.02 0.00 0.01
0.00 0.03 0.00
-0.02 0.03 -0.02
0.01 0.01 -0.02
-0.02 0.00 -0.04
0.03 0.03 -0.03
-0.04 0.02 -0.01
-0.02 0.04 0.02
-0.01 -0.02 0.00
0.03 0.04 -0.02
0.01 0.01 -0.05

No. 2
The following is a quantum chemistry calculation of a molecular structure, C32H35O4Sn, from the OMol25 dataset.

## Properties
net charge = -1
2S+1 = 1
gap between HOMO and LUMO = 4.497 eV

Element x y z (Å)
C (-2.584031, -1.348196, 4.246323)
C (-3.273485, -2.078455, 3.145504)
O (-3.469558, -1.047792, 2.092316)
C (-3.533156, -1.491376, 0.838050)
O (-3.823752, -2.646657, 0.575950)
C (-3.060187, -0.487043, -0.212500)
C (-3.957411, -0.655820, -1.471189)
C (-3.106493, -1.549889, -2.319831)
C (-1.839267, -1.650807, -1.876862)
C (-1.601778, -1.010572, -0.538978)
C (-0.993375, -1.935566, 0.540042)
C (-0.521596, -3.273830, 0.059614)
C (-0.774598, -1.431382, 1.787478)
Sn (3.021432, 0.522021, -0.815284)
C (2.214510, -0.682114, -2.527105)
C (1.697660, 0.080463, -3.580746)
C (1.391368, -0.525406, -4.810091)
C (1.509096, -1.913244, -4.949552)
C (1.896469, -2.693169, -3.851519)
C (2.201718, -2.081099, -2.615981)
C (2.037141, 2.545752, -0.291073)
C (2.971452, 3.385298, -0.903327)
C (2.825988, 4.784592, -0.867655)
C (1.741644, 5.355302, -0.194442)
C (0.805650, 4.523799, 0.433064)
C (0.936793, 3.109035, 0.377856)
C (4.017314, -0.573029, 0.909923)
C (4.868767, 0.301063, 1.591330)
C (5.897792, -0.208012, 2.402373)
C (6.012782, -1.585011, 2.611443)
C (5.037402, -2.435815, 2.083696)
C (3.991130, -1.923752, 1.283212)
C (-3.094033, 0.915508, 0.372196)
O (-2.145999, 1.406981, 0.972488)
O (-4.216451, 1.584943, 0.088816)
C (-4.273891, 2.941208, 0.619388)
C (-3.331214, 3.872185, -0.103286)
H (-2.554153, -1.957744, 5.147548)
H (-1.559816, -1.132547, 3.946048)
H (-3.089848, -0.409490, 4.458877)
H (-2.662268, -2.893874, 2.752532)
H (-4.272540, -2.443705, 3.397610)
H (-4.939892, -1.049281, -1.174604)
H (-4.142651, 0.305373, -1.985425)
H (-3.500523, -1.973110, -3.243033)
H (-1.014545, -2.158174, -2.378462)
H (-0.890170, -0.159366, -0.609173)
H (0.162228, -3.675103, 0.808604)
H (-1.300194, -4.054356, -0.118705)
H (0.053405, -3.116585, -0.868584)
H (-1.051996, -0.371694, 2.015043)
H (0.058002, -1.890246, 2.363063)
H (1.500374, 1.147103, -3.464021)
H (1.048906, 0.085991, -5.650559)
H (1.277166, -2.386987, -5.905656)
H (1.948954, -3.784613, -3.953932)
H (2.403944, -2.719729, -1.750892)
H (3.829153, 2.955766, -1.435354)
H (3.567762, 5.416244, -1.362011)
H (1.635757, 6.441312, -0.173874)
H (-0.031525, 4.986700, 0.973272)
H (0.153965, 2.507117, 0.851013)
H (4.750533, 1.382163, 1.510466)
H (6.602559, 0.475858, 2.877159)
H (6.841444, -1.980444, 3.201456)
H (5.089309, -3.503467, 2.312550)
H (3.180493, -2.592492, 0.988271)
H (-5.316195, 3.241834, 0.505697)
H (-3.998683, 2.881502, 1.677567)
H (-3.524743, 4.913390, 0.190415)
H (-2.305309, 3.617672, 0.193899)
H (-3.424725, 3.794846, -1.198429)

Forces on the atoms, in the same order (eV/Å):
0.26 0.07 0.45
-0.78 0.54 -0.89
0.13 -0.34 0.34
-0.31 -1.54 0.25
0.06 1.11 -0.04
-0.75 0.13 0.70
0.28 0.15 0.22
0.93 -0.09 -0.12
-0.76 -0.31 -0.52
-0.38 0.52 0.08
-0.03 1.10 0.82
0.48 -0.32 0.12
1.65 0.21 -1.98
2.08 0.33 -0.79
-1.77 -0.08 1.74
0.02 -0.66 -0.88
0.01 0.06 0.46
0.15 -0.06 0.16
0.00 0.19 0.22
-0.02 -0.14 -1.16
-0.18 -0.96 -0.08
-0.24 1.41 0.02
-0.21 -0.36 0.18
0.15 -0.33 -0.09
0.08 -0.52 -0.04
0.12 1.11 -0.12
-2.12 0.16 0.46
0.92 -0.71 0.48
-0.50 0.20 -0.13
-0.19 0.00 -0.24
-0.22 0.13 -0.04
1.15 -0.01 0.36
1.85 0.56 0.25
-1.40 -0.56 -0.50
-0.05 0.21 0.27
0.06 -0.28 0.09
0.48 0.15 -0.12
-0.05 -0.03 0.12
-0.14 0.06 0.22
-0.06 0.04 0.11
-0.23 0.17 -0.13
0.18 -0.06 0.09
0.28 -0.09 -0.26
0.16 -0.35 0.28
0.30 0.07 0.13
-0.38 0.13 -0.09
-0.47 -0.33 -0.09
0.07 -0.14 -0.01
0.26 0.90 0.03
-0.18 -0.32 0.31
0.32 -1.19 -0.25
-1.10 0.03 0.10
0.37 -0.11 0.01
0.02 -0.22 0.26
0.08 0.10 0.26
-0.08 0.40 0.06
0.19 0.28 -0.25
-0.38 0.15 0.28
-0.21 -0.11 0.12
-0.06 -0.26 0.09
0.27 -0.28 -0.23
0.40 0.06 -0.18
0.16 -0.18 -0.37
-0.16 -0.13 -0.05
-0.25 0.05 -0.13
-0.09 0.24 -0.06
0.29 0.16 -0.24
0.07 -0.16 0.04
-0.20 0.09 -0.12
-0.03 -0.25 -0.06
-0.25 0.22 -0.32
-0.03 0.00 0.39

No. 3
The following is a quantum chemistry calculation of 6 unconnected molecules or ions with the total composition C32H36FNO2P, from the OMol25 dataset.

## Properties
net charge = -1
2S+1 = 1
gap between HOMO and LUMO = 6.157 eV
energy relative to the best compared isomer or geometry (same formula, charge and spin) = 21.2 kcal per mole

Element x y z (Å)
O (2.494000, -2.980501, 4.767353)
C (2.518629, -3.341304, 3.571962)
F (3.138079, -4.605277, 3.248711)
N (2.014682, -2.583122, 2.428543)
C (2.770315, -1.306185, 2.186745)
O (2.751281, -0.319818, 2.989815)
P (3.772452, -1.195588, 0.521906)
H (0.994581, -2.451404, 2.454864)
H (3.907580, -2.658944, 0.611280)
H (4.974389, -1.107028, 1.327097)
H (3.604336, 0.239741, 0.483840)
H (2.502420, -1.443004, -0.167662)
H (4.500042, -1.173759, -0.732415)
C (-0.597000, 1.036697, -0.064929)
C (-0.246356, -0.292786, 0.145479)
C (-0.561902, -1.255697, -0.806947)
C (-1.220716, -0.888326, -1.976314)
C (-1.568892, 0.442597, -2.189513)
C (-1.261112, 1.404586, -1.232272)
H (-0.353214, 1.786929, 0.679953)
H (0.273481, -0.579388, 1.053573)
H (-0.293609, -2.293329, -0.638711)
H (-1.462486, -1.639338, -2.721499)
H (-2.081294, 0.729794, -3.102468)
H (-1.537126, 2.441148, -1.395803)
C (-2.571237, 5.249364, 3.062616)
C (-2.220439, 3.919344, 3.273364)
C (-2.536685, 2.956027, 2.320434)
C (-3.195972, 3.324823, 1.150793)
C (-3.543434, 4.655471, 0.938657)
C (-3.235131, 5.617284, 1.896075)
H (-2.327285, 5.999663, 3.807535)
H (-1.700500, 3.633074, 4.181871)
H (-2.268905, 1.918240, 2.487952)
H (-3.438217, 2.574705, 0.405465)
H (-4.055916, 4.943160, 0.026130)
H (-3.510967, 6.653736, 1.732727)
C (-2.043097, 0.925884, -7.167005)
C (-1.140034, 0.183743, -7.921712)
C (-0.839806, -1.125528, -7.558982)
C (-1.450580, -1.696304, -6.446259)
C (-2.356388, -0.955403, -5.693775)
C (-2.649684, 0.356960, -6.051148)
H (-2.274413, 1.948003, -7.448097)
H (-0.668915, 0.626638, -8.793238)
H (-0.130579, -1.701706, -8.143650)
H (-1.220196, -2.718768, -6.166047)
H (-2.833751, -1.401149, -4.826978)
H (-3.351834, 0.936191, -5.460931)
C (2.133467, 3.376752, 4.285693)
C (3.292735, 2.792523, 3.784274)
C (4.464864, 3.537503, 3.695692)
C (4.480171, 4.864347, 4.117840)
C (3.321562, 5.447079, 4.622675)
C (2.146967, 4.705071, 4.702788)
H (1.218812, 2.796664, 4.351465)
H (3.282303, 1.755749, 3.461408)
H (5.366754, 3.084032, 3.298559)
H (5.395646, 5.443703, 4.053142)
H (3.333988, 6.481096, 4.953256)
H (1.242152, 5.161240, 5.091349)
C (-0.997612, -5.843916, -1.832672)
C (-0.009761, -5.336864, -0.993915)
C (-0.109573, -5.508174, 0.383291)
C (-1.193555, -6.195879, 0.921560)
C (-2.179722, -6.706310, 0.082534)
C (-2.084423, -6.526891, -1.294101)
H (-0.920916, -5.706964, -2.906401)
H (0.838924, -4.806507, -1.413844)
H (0.657938, -5.106562, 1.037033)
H (-1.269133, -6.333807, 1.995107)
H (-3.024042, -7.243899, 0.502399)
H (-2.856140, -6.920128, -1.947520)

Forces on the atoms, in the same order (eV/Å):
0.30 -2.02 -4.93
-0.37 1.27 3.07
-1.40 2.76 0.35
0.65 -1.70 1.45
0.25 4.28 2.28
-0.64 -4.33 -2.35
0.46 -1.17 -0.46
0.72 0.00 0.50
-0.08 -0.19 0.02
0.48 0.50 0.10
-0.20 0.23 0.23
-0.46 0.13 -0.12
0.19 0.09 -0.15
-0.04 -0.07 -0.03
-0.11 0.03 -0.03
-0.10 0.03 -0.06
0.02 0.08 0.14
0.00 -0.01 0.07
0.03 -0.14 -0.01
0.03 -0.06 -0.08
0.03 0.10 -0.12
0.04 0.10 -0.02
0.04 0.04 0.05
0.07 -0.02 0.05
0.05 -0.05 0.01
-0.04 -0.05 -0.08
-0.06 0.02 -0.06
-0.05 0.10 -0.01
-0.02 0.06 0.08
0.04 -0.03 0.09
0.04 -0.09 0.03
-0.01 -0.06 -0.06
-0.04 0.02 -0.08
0.00 0.08 -0.04
0.05 0.04 0.08
0.04 -0.03 0.08
0.03 -0.07 0.01
0.01 -0.09 0.03
-0.03 -0.03 0.06
-0.09 0.04 0.05
-0.02 0.09 -0.05
0.02 0.02 -0.06
0.06 -0.06 -0.09
0.03 -0.08 0.03
-0.03 -0.03 0.09
-0.05 0.05 0.05
-0.01 0.09 -0.01
0.05 0.05 -0.06
0.05 -0.04 -0.04
0.12 0.18 0.02
0.03 -0.14 -0.05
-0.11 0.17 0.10
-0.08 -0.09 0.00
0.00 -0.03 -0.01
0.08 -0.08 -0.04
0.09 0.00 -0.03
-0.02 0.12 0.00
-0.10 0.00 0.02
-0.07 -0.03 0.00
0.00 -0.07 -0.03
0.06 -0.01 -0.02
-0.04 -0.02 0.13
-0.03 0.00 -0.03
-0.04 -0.03 0.04
0.00 0.02 -0.14
0.05 0.04 -0.03
0.07 0.03 0.05
0.00 -0.01 0.08
-0.06 -0.02 0.08
-0.01 -0.01 -0.09
0.01 0.02 -0.08
0.06 0.05 -0.04
0.05 0.02 0.05

Calculated total energy (eV)
-63927.820; -47770.135; -51355.838